# 1
The molecule C3H2ClNO in a non-equilibrium geometry, computed with ωB97M-V/def2-TZVPD.

Results
Orbital gap (eV): 8.4963
LUMO level (Eh): 0.0248

CARTESIAN COORDINATES (ANGSTROEM)
C -0.107 1.455 -0.081
C -1.287 0.035 -0.055
C 0.808 -0.704 -0.062
N 0.937 0.664 0.001
O -0.486 -0.985 -0.171
Cl -2.959 -0.072 -0.080
H 1.341 -1.580 0.198
H 1.753 1.188 0.249


# 2
A cluster of 2 separate species, C4H11BF2N3O5P in total in a non-equilibrium geometry, computed with ωB97M-V/def2-TZVPD.

Results
Orbital gap (eV): 8.4843
LUMO level (Eh): -0.0440

CARTESIAN COORDINATES (ANGSTROEM)
C 3.366 -0.925 -0.899
C 2.459 -2.274 -0.608
N 0.988 -2.006 -0.383
N 0.329 -1.590 -1.527
P -1.235 -0.809 -1.050
N -2.253 -2.207 -0.531
O -1.950 0.012 -2.412
H 4.256 -1.275 -1.609
H 3.876 -0.506 0.090
H 2.782 -0.087 -1.500
H 2.581 -3.054 -1.494
H 2.925 -2.772 0.367
H 0.802 -1.398 0.443
H 0.045 -2.431 -2.113
H 0.879 -0.970 -2.161
H -2.928 -1.896 0.201
H -2.721 -2.587 -1.381
H -2.250 0.926 -2.080
B -0.679 3.512 2.825
O -1.561 2.388 3.156
C -2.099 1.956 2.008
O -2.884 1.025 1.928
C -1.611 2.749 0.913
O -1.907 2.611 -0.263
O -0.765 3.682 1.371
F 0.689 3.207 3.214
F -1.133 4.720 3.498


| no. | molecular weight (g/mol) |
| --- | --- |
| 1 | 103.51 |
| 2 | 260.93 |